# 1
70
Properties=species:S:1:pos:R:3:mulliken_charge:R:1 method="wB97M-V/def2-TZVPD" energy_ev=-187952.1289 orbital_gap_ev=5.80 total_charge=-1
N 1.257 1.410 0.525 0.5486
H 0.352 1.445 1.009 -0.0967
H 1.839 0.685 0.984 0.0317
H 1.775 2.302 0.518 0.0696
H 1.292 1.229 -0.478 0.1375
Br -1.756 1.759 2.107 -0.8337
Br 3.241 -0.460 2.215 -0.8736
C 1.106 -3.887 -0.247 -1.2983
C 1.743 -4.274 1.093 -0.4857
N 1.177 -5.495 1.818 0.1836
C 1.315 -6.697 0.873 -1.2665
C 1.999 -5.704 3.068 -0.3224
C 1.812 -7.074 3.729 -1.3196
C -0.321 -5.346 2.119 -0.6809
C -0.662 -4.097 2.881 -0.6556
O -0.585 -2.990 2.008 -0.2716
C -0.265 -1.761 2.703 -0.3492
H 1.578 -2.962 -0.577 0.4456
H 0.046 -3.687 -0.096 0.2619
H 1.209 -4.640 -1.030 0.3356
H 1.745 -3.395 1.737 0.3959
H 2.780 -4.505 0.839 0.5956
H 0.891 -7.550 1.391 0.5054
H 2.333 -6.583 0.508 0.3696
H 0.695 -6.486 0.003 0.4419
H 1.731 -4.926 3.781 0.3549
H 3.033 -5.501 2.795 0.5051
H 0.782 -7.431 3.777 0.3054
H 2.192 -7.034 4.747 0.3978
H 2.302 -7.832 3.117 0.3520
H -0.613 -6.154 2.798 0.4251
H -0.933 -5.619 1.262 0.4754
H -0.035 -4.015 3.774 0.3103
H -1.678 -4.151 3.284 0.4949
H -0.100 -0.922 2.035 -0.2202
H 0.690 -1.990 3.184 0.3294
H -0.977 -1.461 3.474 0.3195
C -3.582 2.154 -1.611 -1.5994
C -2.254 2.897 -1.538 0.7685
C -2.516 4.365 -1.741 -1.1016
N -1.218 5.183 -1.708 0.5537
C -0.479 5.051 -0.407 -0.8961
C -1.459 6.679 -1.943 -0.4981
C -0.641 7.118 -3.123 -0.7731
C 0.453 6.053 -3.329 -0.7143
C -0.291 4.808 -2.865 -0.8645
H -3.331 1.092 -1.617 0.3671
H -4.033 2.285 -2.601 0.3954
H -4.356 2.356 -0.874 0.3472
H -1.583 2.519 -2.311 0.0167
H -1.735 2.689 -0.599 -0.0226
H -3.253 4.931 -1.175 0.4815
H -2.801 4.412 -2.796 0.3827
H 0.326 5.771 -0.275 0.5004
H -0.013 4.070 -0.332 0.0933
H -1.238 5.145 0.368 0.4076
H -1.468 7.356 -1.093 0.4512
H -2.470 6.783 -2.346 0.2558
H -0.245 8.126 -3.003 0.3180
H -1.303 7.140 -3.990 0.3792
H 1.295 6.354 -2.707 0.4110
H 0.709 6.089 -4.384 0.3628
H 0.263 3.881 -2.709 0.4422
H -0.885 4.490 -3.727 0.4750
Cl 2.742 4.243 0.801 -0.8375
B 0.436 0.390 -2.793 0.3537
F -0.355 -0.091 -3.843 -0.3687
F 1.674 -0.271 -2.998 -0.4178
F 0.719 1.740 -2.888 -0.2727
F -0.100 -0.006 -1.572 -0.3151

=====

# 2
80
Properties=species:S:1:pos:R:3:mulliken_charge:R:1 method="wB97M-V/def2-TZVPD" energy_ev=-194945.0545 smiles="C[N+](=O)[O-].C[N+](=O)[O-].C[N+](=O)[O-].C[N+](=O)[O-].C[N+](=O)[O-].C[N+](=O)[O-].BrCCBr.CCOCC.CCOCC" orbital_gap_ev=9.30
C -3.826 -3.860 2.064 -0.6928
N -4.074 -2.701 1.179 0.7765
O -5.109 -2.721 0.552 -0.5203
O -3.242 -1.815 1.151 -0.3871
H -3.196 -3.496 2.872 0.1726
H -3.342 -4.722 1.606 0.2540
H -4.765 -4.223 2.471 0.3143
C -1.697 2.913 -2.953 -0.3285
N -2.417 3.834 -3.879 0.8841
O -3.629 3.756 -3.830 -0.5293
O -1.812 4.459 -4.711 -0.5495
H -1.973 3.071 -1.917 -0.0921
H -0.627 3.074 -3.070 0.3038
H -1.933 1.940 -3.377 0.2247
C -1.109 -2.966 -3.577 -0.6749
N -1.065 -1.725 -4.401 0.8980
O -1.641 -0.739 -4.002 -0.5102
O -0.572 -1.840 -5.509 -0.5615
H -1.703 -2.790 -2.685 0.2060
H -0.133 -3.393 -3.397 0.2634
H -1.747 -3.629 -4.163 0.3612
C 0.228 -4.730 0.253 -0.4631
N -1.204 -5.095 0.195 0.8725
O -1.657 -5.961 0.922 -0.5775
O -1.832 -4.511 -0.685 -0.4531
H 0.286 -3.684 0.539 0.0225
H 0.623 -4.977 -0.727 0.2884
H 0.721 -5.349 0.998 0.2855
C -1.063 -1.136 3.634 -0.6861
N -0.046 -2.064 3.047 0.9727
O 0.495 -1.761 2.009 -0.5119
O 0.092 -3.125 3.614 -0.5447
H -1.763 -1.743 4.199 0.3050
H -1.634 -0.739 2.802 0.0956
H -0.520 -0.469 4.295 0.3285
C -1.152 0.406 0.243 0.9410
N -0.088 -0.160 -0.609 0.8976
O -0.191 -1.326 -0.901 -0.2690
O 0.625 0.636 -1.169 -0.5817
H -0.548 0.816 1.055 0.0491
H -1.839 -0.283 0.723 -0.5682
H -1.690 1.138 -0.342 -0.2957
Br -3.969 2.541 -0.030 -0.0935
C -5.223 1.254 0.819 -0.2224
C -5.460 1.624 2.237 -0.5432
Br -6.514 0.155 3.039 -0.1822
H -4.720 0.306 0.665 -0.0512
H -6.139 1.284 0.236 0.4271
H -5.987 2.551 2.433 0.4181
H -4.578 1.607 2.872 0.3051
C 7.012 -3.506 -2.810 -1.1103
C 6.321 -2.154 -2.529 -0.1780
O 5.993 -2.096 -1.160 -0.3833
C 5.025 -1.075 -0.926 -0.4362
C 3.652 -1.412 -1.461 -0.6908
H 7.146 -4.151 -1.946 0.2975
H 6.594 -4.095 -3.630 0.2929
H 8.002 -3.304 -3.239 0.2868
H 6.946 -1.318 -2.849 0.3488
H 5.414 -2.199 -3.142 0.2491
H 4.894 -0.957 0.152 0.3472
H 5.424 -0.128 -1.298 0.3094
H 3.381 -0.819 -2.337 0.3499
H 2.810 -1.258 -0.783 -0.0400
H 3.603 -2.483 -1.679 0.3497
C 0.825 3.463 1.204 -0.8778
C 0.675 4.706 2.081 -0.2426
O 1.865 4.895 2.801 -0.3153
C 2.045 6.210 3.334 -0.3250
C 2.393 7.291 2.358 -0.9663
H 1.742 3.500 0.618 0.2902
H 0.906 2.520 1.749 0.2288
H -0.021 3.448 0.514 0.2380
H 0.522 5.506 1.340 0.1931
H -0.237 4.748 2.692 0.2973
H 1.175 6.365 3.991 0.3475
H 2.875 6.073 4.039 0.2586
H 1.702 7.233 1.506 0.2746
H 3.356 7.056 1.901 0.2759
H 2.320 8.311 2.721 0.3527

=====

# 3
68
Properties=species:S:1:pos:R:3:mulliken_charge:R:1 method="wB97M-V/def2-TZVPD" e_above_lowest_kj_mol=0.00 energy_ev=-173234.0154 orbital_gap_ev=6.16 total_charge=-1
N 2.527 2.438 1.065 -0.4175
C 1.760 1.476 1.857 -0.4669
C 2.637 0.352 2.369 -0.8823
C 3.007 -0.681 1.309 -0.0174
C 4.205 -0.342 0.396 -0.7851
Ga 3.727 0.175 -1.509 0.0854
O 4.864 -0.738 -2.698 -0.6343
Cl 4.065 2.366 -1.944 -0.4632
P 1.501 -0.521 -1.951 0.3646
O 1.661 -2.187 -2.202 -0.5221
Br 0.967 0.324 -3.975 -0.3553
H 2.441 3.371 1.446 0.2075
H 2.184 2.501 0.115 0.1362
H 1.320 1.974 2.719 0.3620
H 0.941 1.033 1.298 0.2418
H 3.508 0.749 2.878 0.3665
H 2.046 -0.177 3.118 0.3041
H 3.268 -1.581 1.861 0.2381
H 2.104 -0.915 0.753 -0.1061
H 4.878 0.383 0.836 0.3879
H 4.779 -1.256 0.278 0.4475
H 4.703 -1.687 -2.584 0.2403
H 1.364 -2.565 -1.357 0.2837
C 2.590 4.050 -8.718 -1.0233
C 1.702 3.595 -7.570 -0.3468
O 1.893 2.251 -7.189 -0.4144
C 3.200 1.909 -6.740 -0.4910
C 3.666 2.694 -5.530 -0.7881
H 2.437 3.415 -9.592 0.2781
H 2.355 5.081 -8.989 0.3852
H 3.647 4.008 -8.457 0.2667
H 0.657 3.664 -7.874 0.3299
H 1.822 4.260 -6.706 0.3088
H 3.917 1.999 -7.567 0.3218
H 3.152 0.851 -6.483 0.3548
H 3.739 3.764 -5.737 0.2591
H 4.649 2.348 -5.211 0.3897
H 2.974 2.562 -4.700 0.1659
C -0.467 -4.775 0.977 -0.9191
C 0.084 -4.229 2.285 -0.3326
O 0.116 -2.820 2.352 -0.3977
C -1.126 -2.152 2.225 -0.3036
C -2.144 -2.520 3.291 -0.9716
H 0.111 -4.398 0.133 0.1073
H -0.417 -5.865 0.974 0.4061
H -1.508 -4.490 0.820 0.2791
H 1.121 -4.546 2.399 0.3709
H -0.468 -4.644 3.138 0.2994
H -1.542 -2.307 1.223 0.3327
H -0.890 -1.091 2.301 0.2311
H -2.420 -3.576 3.250 0.3027
H -3.054 -1.931 3.160 0.2825
H -1.742 -2.321 4.286 0.2828
C -7.216 -1.476 4.919 -1.1263
C -5.743 -1.128 5.050 -0.2482
O -5.229 -0.377 3.967 -0.3573
C -5.831 0.881 3.730 -0.3418
C -5.728 1.847 4.899 -1.0579
H -7.396 -2.026 3.995 0.3063
H -7.531 -2.093 5.761 0.3918
H -7.848 -0.587 4.905 0.2711
H -5.155 -2.046 5.068 0.3050
H -5.551 -0.614 5.999 0.2966
H -6.875 0.755 3.424 0.2912
H -5.301 1.295 2.873 0.3364
H -6.252 1.480 5.783 0.2716
H -6.166 2.808 4.628 0.3867
H -4.684 2.004 5.172 0.2929

=====

# 4
74
Properties=species:S:1:pos:R:3:mulliken_spin:R:1 method="wB97M-V/def2-TZVPD" e_above_lowest_kj_mol=0.00 energy_ev=-77454.6961 orbital_gap_ev="8.41 / 4.53" s2=0.7551 total_charge=+1 spin_multiplicity=2
K -5.044 1.820 -23.260 -0.0003
C -5.359 -0.012 -26.513 -0.0532
O -4.354 0.996 -26.467 0.0134
O -5.719 -0.190 -25.199 0.8587
C -6.416 0.369 -27.646 0.0881
F -5.919 0.675 -28.911 0.0052
F -7.214 -0.734 -27.826 0.0034
F -7.130 1.378 -27.196 0.0060
C -3.225 0.848 -27.323 0.0013
C -2.146 1.967 -26.911 -0.0001
H -1.912 1.900 -25.848 0.0005
H -1.239 1.903 -27.511 -0.0001
H -2.559 2.956 -27.113 0.0003
H -3.428 0.992 -28.385 0.0007
H -2.694 -0.090 -27.158 0.0003
H -4.947 -0.904 -26.983 0.0619
O -2.696 0.736 -22.251 0.0009
P -1.562 -0.277 -22.403 0.0005
N -0.798 -0.812 -20.968 0.0003
C 0.346 -1.755 -21.035 0.0001
C -1.073 -0.131 -19.786 0.0000
N -0.238 0.368 -23.336 0.0001
C 0.605 -0.557 -24.093 -0.0001
C 0.400 1.580 -22.800 0.0000
N -2.009 -1.744 -23.182 0.0047
C -2.703 -2.679 -22.283 0.0001
C -2.650 -1.620 -24.481 0.0075
H 1.267 -1.182 -20.920 -0.0001
H 0.351 -2.180 -22.039 0.0000
H 0.296 -2.489 -20.231 0.0000
H -2.080 0.280 -19.856 0.0000
H -0.408 0.676 -19.480 0.0000
H -1.280 -0.796 -18.948 0.0000
H 0.132 -1.349 -24.674 0.0001
H 1.130 0.005 -24.866 0.0000
H 1.372 -0.996 -23.454 0.0000
H -0.222 2.355 -22.352 0.0000
H 1.190 1.318 -22.096 0.0000
H 0.837 2.069 -23.670 0.0000
H -2.583 -3.660 -22.741 0.0002
H -2.250 -2.800 -21.299 0.0000
H -3.738 -2.354 -22.175 0.0003
H -3.678 -1.274 -24.373 -0.0023
H -2.700 -2.560 -25.030 0.0011
H -2.107 -0.949 -25.146 0.0006
O -6.476 1.964 -20.708 -0.0003
P -6.613 1.248 -19.441 0.0000
N -6.077 -0.341 -19.446 0.0000
C -5.569 -0.864 -20.745 -0.0002
C -5.881 -1.295 -18.334 0.0000
N -8.227 1.107 -18.807 0.0000
C -9.382 1.318 -19.731 0.0000
C -8.644 0.318 -17.662 0.0000
N -5.768 1.926 -18.084 0.0000
C -6.357 3.194 -17.506 0.0000
C -4.283 1.931 -18.204 0.0000
H -6.038 -0.247 -21.512 0.0002
H -5.867 -1.899 -20.914 0.0001
H -4.502 -0.677 -20.866 0.0002
H -6.384 -2.245 -18.511 0.0000
H -6.111 -0.844 -17.368 0.0000
H -4.822 -1.524 -18.215 0.0000
H -9.231 2.243 -20.289 0.0000
H -9.489 0.500 -20.444 0.0000
H -10.285 1.511 -19.152 0.0000
H -8.522 -0.728 -17.942 0.0000
H -8.032 0.519 -16.782 0.0000
H -9.678 0.577 -17.435 0.0000
H -6.280 4.058 -18.165 0.0000
H -7.382 3.037 -17.171 0.0000
H -5.730 3.657 -16.745 0.0000
H -3.977 1.139 -18.888 0.0000
H -3.911 1.591 -17.237 0.0000
H -3.786 2.862 -18.477 0.0000

=====

# 5
81
Properties=species:S:1:pos:R:3:mulliken_charge:R:1 method="wB97M-V/def2-TZVPD" e_above_lowest_kj_mol=392.93 energy_ev=-114983.7334 smiles="NP(O)OC(=O)OCCCS.CCOS(C)(=O)=O.CCOS(C)(=O)=O.CCOS(C)(=O)=O.CCOS(C)(=O)=O" orbital_gap_ev=8.86
N 0.249 3.525 -1.795 -0.5770
P -1.355 2.921 -1.257 0.2604
O -2.208 2.260 -2.659 -0.5197
O -1.178 1.607 -0.129 -0.2095
C -0.613 0.392 -0.798 0.5787
O -1.484 -0.537 -1.195 -0.4951
O 0.852 0.331 -0.891 -0.2600
C 1.317 -0.560 -1.965 -0.3321
C 1.925 -2.003 -1.448 -0.3795
C 1.322 -2.528 -0.018 -0.4480
S -0.053 -3.755 -0.382 -0.2227
H 0.874 3.746 -0.979 0.3061
H 0.715 2.859 -2.451 0.2775
H -1.531 1.767 -3.245 0.3251
H 2.234 0.002 -2.483 0.2949
H 0.537 -0.738 -2.831 0.2909
H 3.090 -1.812 -1.271 0.2714
H 1.878 -2.831 -2.305 0.1747
H 2.195 -3.160 0.496 0.2459
H 1.045 -1.689 0.749 0.2880
H 0.594 -5.030 -0.310 0.1170
O -4.935 5.307 2.432 -0.6062
S -5.207 4.278 3.415 1.2808
O -4.320 4.024 4.529 -0.6380
O -5.497 2.872 2.645 -0.3152
C -4.525 2.382 1.733 -0.2888
C -3.342 1.769 2.460 -0.7591
C -6.846 4.525 4.053 -1.0591
H -4.202 3.172 1.047 0.2793
H -5.013 1.610 1.129 0.2766
H -2.777 2.531 3.005 0.2754
H -2.661 1.286 1.753 0.1362
H -3.678 1.029 3.193 0.3129
H -7.534 4.674 3.219 0.3193
H -6.830 5.413 4.689 0.3791
H -7.131 3.652 4.643 0.3398
O 1.045 5.907 1.800 -0.6181
S 0.530 7.148 2.340 1.1917
O -0.042 7.232 3.666 -0.5987
O -0.521 7.794 1.274 -0.2742
C -1.614 7.004 0.832 -0.2156
C -2.700 6.916 1.888 -0.9064
C 1.788 8.394 2.196 -0.9365
H -1.276 6.007 0.529 0.1735
H -2.021 7.490 -0.061 0.2962
H -2.355 6.356 2.763 0.2508
H -3.586 6.412 1.493 0.4559
H -2.984 7.915 2.235 0.2545
H 2.197 8.371 1.184 0.3067
H 2.571 8.167 2.923 0.3681
H 1.347 9.368 2.416 0.3167
O 4.138 -3.582 -4.951 -0.6331
S 3.819 -3.033 -6.253 1.2494
O 3.196 -1.737 -6.410 -0.6016
O 2.964 -4.133 -7.097 -0.2671
C 1.775 -4.657 -6.524 -0.3206
C 0.631 -3.664 -6.610 -0.8877
C 5.285 -3.071 -7.256 -0.9757
H 1.949 -4.972 -5.489 0.3175
H 1.514 -5.555 -7.094 0.2640
H 0.820 -2.790 -5.980 0.1910
H -0.305 -4.122 -6.280 0.3859
H 0.509 -3.302 -7.636 0.2744
H 5.741 -4.060 -7.182 0.3144
H 5.971 -2.311 -6.879 0.3700
H 5.011 -2.845 -8.289 0.3184
O 2.003 -5.461 1.954 -0.4920
S 2.163 -6.763 2.567 1.1242
O 1.191 -7.820 2.393 -0.6055
O 2.447 -6.568 4.159 -0.2899
C 1.520 -5.816 4.929 -0.2778
C 0.265 -6.616 5.224 -0.9853
C 3.763 -7.401 2.132 -0.9747
H 1.279 -4.870 4.431 0.2753
H 2.016 -5.566 5.873 0.2717
H -0.304 -6.808 4.310 0.2967
H -0.385 -6.075 5.918 0.3823
H 0.518 -7.588 5.659 0.2624
H 4.513 -6.626 2.302 0.3141
H 3.740 -7.677 1.076 0.3659
H 3.969 -8.283 2.741 0.3489

=====

# 6
69
Properties=species:S:1:pos:R:3:mulliken_spin:R:1 method="wB97M-V/def2-TZVPD" e_above_lowest_kj_mol=0.00 energy_ev=-60671.1846 orbital_gap_ev="8.45 / 5.47" s2=6.0093 total_charge=+1 spin_multiplicity=5
O -1.658 -1.540 -0.017 0.1672
O 0.924 1.490 -3.713 0.0000
C -0.599 -2.542 -0.245 0.0037
C -1.210 -3.843 -0.663 0.0093
H -0.086 -2.627 0.707 -0.0089
H 0.060 -2.115 -1.005 0.0034
H -1.713 -4.309 0.188 -0.0019
H -0.447 -4.551 -1.001 0.0020
H -1.912 -3.691 -1.485 -0.0002
C -2.159 -0.806 -1.175 -0.0002
C -1.625 -1.240 -2.515 0.0037
H -1.916 0.245 -0.984 -0.0080
H -3.253 -0.903 -1.127 0.0050
H -0.612 -0.852 -2.678 0.0002
H -2.265 -0.811 -3.295 0.0008
H -1.632 -2.320 -2.674 -0.0002
C 0.543 2.595 -2.904 0.0000
C 2.327 1.267 -3.700 0.0000
C -0.934 2.876 -3.093 -0.0003
H 1.123 3.492 -3.183 0.0000
H 0.753 2.378 -1.841 0.0001
H -1.165 3.030 -4.151 0.0000
H -1.202 3.780 -2.545 0.0000
H -1.543 2.048 -2.720 -0.0001
C 2.733 0.410 -4.884 0.0000
H 2.599 0.755 -2.758 0.0000
H 2.878 2.224 -3.743 0.0000
H 2.188 -0.537 -4.899 0.0000
H 3.801 0.200 -4.824 0.0000
H 2.540 0.941 -5.820 0.0000
H 2.153 1.172 1.818 -0.0003
Ir -2.070 -0.901 2.199 2.4205
C 2.708 0.668 1.072 0.0008
Si 4.529 1.093 1.301 0.0000
H 2.612 -0.413 1.183 -0.0002
H 2.362 0.970 0.074 -0.0001
C 5.650 0.249 0.046 0.0000
C 4.991 0.533 3.034 0.0000
C 4.653 2.945 1.116 0.0000
C -3.462 -2.239 2.208 0.6934
Si -4.258 -0.604 2.009 0.0959
H -3.697 -2.677 3.186 0.0251
H -3.585 -2.977 1.415 0.0608
C -5.545 -0.895 0.666 0.0680
C -3.198 0.840 1.420 0.1308
C -5.159 -0.006 3.544 -0.0029
H 4.293 3.260 0.128 0.0000
H 5.682 3.303 1.233 0.0000
H 4.023 3.436 1.869 0.0000
H 5.569 -0.844 0.064 0.0000
H 6.686 0.522 0.293 0.0000
H 5.447 0.585 -0.980 0.0000
H 4.651 -0.493 3.236 0.0002
H 4.502 1.190 3.767 0.0000
H 6.073 0.572 3.206 0.0000
H -3.664 0.976 0.432 0.0097
H -2.125 0.922 1.151 0.0249
H -3.379 1.704 2.077 0.0141
H -5.564 0.997 3.338 0.0037
H -4.494 0.051 4.411 0.0051
H -5.984 -0.705 3.745 0.0012
H -6.391 -0.234 0.887 0.0058
H -5.880 -1.938 0.683 0.0025
H -5.167 -0.659 -0.332 -0.0039
O 1.565 -1.171 3.480 0.0118
Cl 0.146 -1.083 3.505 0.0507
O -0.362 -1.091 4.823 0.0134
O -0.359 0.093 2.721 0.0939
O -0.494 -2.199 2.719 0.0995